Record 1
Computed, not measured: C43H49N6OP2S2Ti as an isolated structure at a distorted geometry, with ωB97M-V/def2-TZVPD.

XYZ file:
```
104
Properties=species:S:1:pos:R:3:forces:R:3
Ti -16.5629 17.3840 4.9634 -0.4 -0.9 0.8
C -17.9008 19.3949 1.8111 -1.4 -1.0 -0.3
P -18.0899 17.6779 2.6405 0.6 1.0 -0.5
C -19.7614 17.8593 3.3087 -1.5 1.0 -0.2
N -20.6058 18.6683 2.6379 0.1 -1.2 2.3
C -21.7707 19.0025 3.3288 2.1 -1.1 0.6
C -22.5617 19.9862 2.7440 -2.0 0.6 2.0
C -23.6669 20.4602 3.4447 1.2 -0.6 0.9
C -23.9343 19.8963 4.7604 -0.1 -0.1 -2.6
C -23.1906 18.8808 5.3039 0.7 1.6 -0.3
C -21.9989 18.4955 4.6715 0.3 -1.0 -0.7
N -21.1226 17.6029 5.3252 -1.2 1.7 -2.0
C -20.0328 17.3313 4.6424 -1.4 0.8 -0.8
P -18.8442 16.3879 5.5454 1.3 -1.3 1.5
C -19.0272 17.0325 7.2788 0.6 1.0 -0.3
C -19.3335 14.4903 5.5737 0.1 0.7 -1.1
C -18.0895 13.7934 4.9783 1.0 -0.7 -0.8
C -20.5809 14.1684 4.6817 1.9 -0.8 0.0
C -19.5758 14.0110 6.9949 -0.6 -1.7 -1.0
C -18.2573 16.4280 1.2715 0.9 -0.6 -2.2
C -19.2630 16.9267 0.2074 0.5 0.0 -0.5
C -16.8666 16.2366 0.4785 1.0 0.4 2.0
C -18.6266 15.0173 1.7057 1.8 -0.6 0.1
H -17.8989 20.1734 2.5711 0.4 -0.2 0.3
H -18.8117 19.6243 1.1982 0.9 -0.4 0.4
H -16.9990 19.4103 1.2081 0.1 0.1 0.0
H -22.2231 20.4955 1.8948 0.4 0.2 -1.4
H -24.2074 21.3494 3.0842 0.1 -0.7 0.2
H -24.8496 20.2161 5.1747 -0.7 0.4 1.0
H -23.3266 18.6360 6.3232 -0.4 -0.7 0.8
H -20.0935 16.9173 7.4688 0.2 0.2 0.7
H -18.6508 18.1089 7.4052 -0.9 -1.4 -0.7
H -18.3284 16.4974 7.9361 -0.6 -0.3 -0.2
H -17.6966 14.2222 3.9910 -0.8 -0.4 1.7
H -18.3558 12.7268 4.7190 0.3 0.9 0.5
H -17.2149 13.8004 5.6924 -1.0 -0.1 -0.7
H -20.3862 14.4664 3.6447 -0.6 0.2 0.5
H -21.5003 14.4936 5.1070 -0.7 0.7 0.1
H -20.6317 13.0667 4.6489 0.0 0.3 0.1
H -18.6475 13.9502 7.5276 0.3 0.1 0.6
H -20.0184 12.9678 6.9229 0.7 1.0 0.1
H -20.3323 14.5753 7.4902 -0.3 0.6 0.6
H -19.0381 17.9764 -0.0455 0.2 -0.6 -0.4
H -20.2726 17.0179 0.6128 -0.1 -0.6 -0.2
H -19.1517 16.2524 -0.7171 -0.6 1.1 1.3
H -16.8129 17.0230 -0.2508 0.1 0.1 -0.7
H -16.6613 15.2181 0.0498 -0.8 1.0 0.2
H -15.9520 16.4091 1.1417 -1.2 -0.2 -0.5
H -19.5453 14.9027 2.2259 -0.8 0.1 0.1
H -17.8141 14.6384 2.3661 -0.6 0.2 -0.5
H -18.5874 14.3353 0.8263 -0.4 0.6 0.5
S -15.5501 15.9499 6.5831 0.1 -0.3 0.6
C -14.9416 17.2600 7.6829 -0.8 1.5 -2.6
N -13.8287 17.1633 8.4528 -0.2 -0.7 1.1
N -13.8534 16.1366 9.2877 -0.5 -1.0 0.5
C -12.7900 15.8138 10.0999 1.2 -0.4 1.0
C -11.6138 16.5922 9.9958 -0.9 -0.3 -0.8
C -10.4848 16.1564 10.6634 -0.6 -0.5 0.2
C -10.5828 15.0341 11.5124 2.3 0.6 0.6
C -11.7596 14.3351 11.7233 -0.1 0.2 -0.1
C -12.8838 14.6922 10.9891 0.0 0.9 -1.0
N -15.2908 18.4760 7.3651 -0.1 0.8 0.8
N -16.2601 18.6376 6.4193 -0.8 -0.9 -1.2
C -16.6978 19.9436 6.0706 0.4 0.2 0.2
C -17.9834 20.2447 5.5645 -0.5 -1.5 0.0
C -18.3768 21.5406 5.3562 -0.3 1.1 -0.5
C -17.4591 22.5816 5.4383 -1.1 1.3 0.4
C -16.2113 22.3284 5.9283 2.0 -0.5 0.3
C -15.8120 21.0017 6.1907 0.5 0.4 0.2
H -14.6588 15.5417 9.5146 -0.2 0.7 -0.9
H -11.6975 17.4225 9.2575 0.6 -0.6 0.9
H -9.5359 16.6587 10.5012 -0.1 -0.1 0.2
H -9.6165 14.7776 12.0508 -1.5 0.0 -0.6
H -11.7886 13.5227 12.4514 0.0 0.2 -0.4
H -13.8025 14.0949 11.0371 0.3 0.3 0.0
H -18.7366 19.4885 5.2716 0.5 0.1 0.8
H -19.4282 21.8200 5.1955 0.5 -0.5 -0.4
H -17.7729 23.6238 5.2183 0.2 -0.9 0.3
H -15.4934 23.1463 6.1356 -0.5 -0.6 -0.4
H -14.8032 20.6765 6.4850 -0.4 0.8 0.2
O -15.2100 17.7844 3.6996 1.9 0.6 -0.7
S -13.6434 17.9335 3.8504 -0.8 -1.4 -0.1
C -13.1435 16.4366 2.9579 -0.6 -0.2 -1.4
C -13.3266 16.2089 1.5554 0.2 -0.2 1.3
C -13.1452 14.9199 1.0447 -0.1 1.7 0.0
C -12.8721 13.8201 1.8116 0.1 -0.4 1.4
C -12.7470 14.0446 3.2036 -0.1 -0.6 -0.8
C -12.8871 15.3257 3.7346 0.0 -0.8 0.8
C -13.3389 19.1688 2.6516 0.4 0.1 -1.1
C -12.3295 18.9761 1.6969 -0.7 0.9 -0.7
C -12.3485 19.7774 0.5576 -0.6 1.0 0.4
C -13.3345 20.7778 0.3702 0.4 -0.5 0.2
C -14.3341 20.9213 1.3262 0.1 0.0 0.6
C -14.2993 20.1631 2.5205 0.3 0.3 -1.2
H -13.6351 16.9697 0.8526 0.2 0.2 0.2
H -13.1981 14.8721 -0.0115 -0.2 -0.4 -0.9
H -12.8253 12.8408 1.3086 0.2 0.5 0.7
H -12.5884 13.2389 3.9292 0.0 0.2 -0.5
H -12.8975 15.3285 4.8191 0.2 0.6 0.0
H -11.5977 18.1969 1.7597 0.2 -0.2 0.2
H -11.6148 19.6636 -0.2118 0.5 -0.2 -0.2
H -13.2942 21.4623 -0.5014 -0.1 -0.8 0.6
H -15.1578 21.6145 1.1360 0.4 0.0 0.3
H -15.0003 20.3272 3.3175 -0.5 0.0 0.0
```
Positions in Å, forces in eV/Å.

HOMO level (alpha / beta): -8.56 / -9.23 eV
LUMO level (alpha / beta): -3.48 / -3.47 eV
net charge: +1
Kohn-Sham gap (alpha / beta): 5.1 / 5.8 eV
spin multiplicity: 3
⟨S²⟩: 2.0363
electronic energy: -119728.946 eV


Record 2
Computed, not measured: C8H23NO8Zn as an isolated structure at a distorted geometry, with ωB97M-V/def2-TZVPD.

XYZ file:
```
41
Properties=species:S:1:pos:R:3:forces:R:3
Zn -0.9934 -0.5832 -1.0228 0.8 1.1 -0.6
O 0.7260 0.5534 -1.1200 0.2 -1.1 -0.2
H 1.4405 -0.1076 -1.2042 -0.6 0.6 0.1
O -1.2748 -1.2967 0.7371 -0.4 -0.6 1.0
H -1.8815 -1.1310 1.4847 0.3 -0.1 -1.1
O -1.8080 1.2091 -0.5993 -1.0 0.9 0.2
H -2.7067 1.1710 -0.2178 0.2 0.0 -0.2
O -2.0074 -0.4725 -2.7035 -0.4 -0.6 -0.2
H -2.5435 -1.1708 -3.1272 0.5 0.4 0.7
C -0.8606 1.2767 3.9467 1.4 0.5 2.9
C -1.0046 1.8003 2.5799 -1.4 -0.7 -2.3
C -1.0201 3.3229 2.4243 1.7 0.3 -0.2
O -0.9017 3.7346 1.0581 -1.0 0.6 -1.0
C -0.9610 5.1584 0.7580 -0.2 -1.0 2.2
N -0.0250 1.2331 1.6574 0.0 0.3 0.9
H -0.4596 0.2645 3.9998 -0.4 -0.1 -0.4
H -1.6350 1.3741 4.7077 -0.9 -0.1 -0.5
H -0.1016 1.8500 4.4788 0.7 0.2 0.0
H -1.9569 1.3751 2.2628 -0.4 0.3 -0.6
H -0.0563 3.5562 2.8768 0.3 0.7 0.5
H -1.7905 3.8311 3.0044 -0.4 0.1 -0.2
H -0.9035 5.4682 -0.2855 0.3 -1.0 -0.1
H -0.1790 5.6446 1.3413 0.4 0.3 -0.2
H -1.8875 5.5766 1.1514 -0.4 0.0 0.0
H 0.8490 1.0936 2.1440 0.5 0.4 0.1
H -0.3214 0.2819 1.4920 -0.2 -0.4 -0.9
C 3.8631 -2.3847 -1.2859 -0.1 0.3 0.6
C 3.1245 -1.9794 -2.5479 -0.1 0.8 1.8
O 2.2034 -3.0480 -2.8362 -0.6 -1.0 -0.8
C 0.9171 -3.0209 -2.4332 -2.4 3.6 0.4
O 0.3218 -2.0399 -1.9019 3.0 -4.5 -1.6
O 0.2700 -4.1310 -2.8766 2.7 0.7 -0.2
C -1.0038 -4.4473 -2.4451 -1.8 -0.3 1.1
H 4.5097 -1.6021 -0.8890 -0.2 0.4 -0.2
H 4.5498 -3.2085 -1.4805 -0.3 -0.3 0.0
H 3.1408 -2.6113 -0.5017 0.1 -0.3 0.1
H 3.9446 -1.7666 -3.2337 -0.8 -0.8 -1.2
H 2.5501 -1.0580 -2.4518 0.0 0.0 0.2
H -1.7688 -4.3601 -3.2167 0.3 0.4 -0.3
H -1.3329 -3.8625 -1.5861 0.2 0.3 -0.1
H -1.0253 -5.4931 -2.1386 0.3 -0.1 0.0
```
Positions in Å, forces in eV/Å.

HOMO level (alpha / beta): -3.84 / -3.78 eV
LUMO level (alpha / beta): 3.02 / 2.09 eV
net charge: -1
Kohn-Sham gap (alpha / beta): 6.9 / 5.9 eV
spin multiplicity: 2
⟨S²⟩: 0.7565
electronic energy: -74953.289 eV


Record 3
Computed, not measured: C5H10O2 as an isolated structure, with ωB97M-V/def2-TZVPD.

XYZ file:
```
17
Properties=species:S:1:pos:R:3:forces:R:3
C -0.2762 1.0634 -2.1162 0.0 0.2 -0.2
O -0.2867 0.0700 -1.1222 0.0 -0.1 0.1
C 0.5701 0.3899 -0.0447 0.2 0.0 0.2
C 0.0894 1.4448 0.9293 -0.1 0.0 -0.3
O -0.3105 0.0131 2.0068 0.0 0.2 0.1
C 0.5062 -0.7046 1.0253 0.1 -0.2 -0.1
C -0.1920 -1.9886 0.6593 0.0 0.0 0.0
H -0.6422 2.0295 -1.7355 0.0 -0.1 0.0
H 0.7368 1.2143 -2.5222 -0.1 0.0 0.1
H -0.9366 0.7305 -2.9200 0.1 0.1 0.1
H 1.5804 0.5911 -0.4357 -0.1 0.0 0.0
H -0.9033 1.8317 0.6714 0.1 0.0 0.1
H 0.2840 0.8981 2.2018 -0.1 -0.1 0.1
H 1.4935 -0.9004 1.4595 -0.1 0.0 -0.1
H 0.3813 -2.5290 -0.0994 -0.1 0.1 0.1
H -0.2877 -2.6173 1.5497 0.0 0.1 -0.1
H -1.1843 -1.7769 0.2567 0.1 0.0 0.1
```
Positions in Å, forces in eV/Å.

HOMO level: -8.68 eV
LUMO level: 0.93 eV
net charge: 0
Kohn-Sham gap: 9.6 eV
electronic energy: -9437.236 eV


Record 4
Computed, not measured: C30H38N6O2Pd as an isolated structure, with ωB97M-V/def2-TZVPD.

XYZ file:
```
77
Properties=species:S:1:pos:R:3:forces:R:3
Pd -0.4734 2.0567 0.2555 -0.2 0.2 0.0
C 2.9758 2.1308 6.4468 0.0 0.0 0.1
C 2.1593 1.7888 5.2354 -0.1 0.0 -0.1
C 1.5381 0.5777 5.0677 0.0 0.0 0.0
C 0.8298 0.2433 3.8890 0.0 -0.2 0.0
C 0.2918 -1.0714 3.8666 0.0 -0.1 -0.1
N 0.1330 -1.8836 2.8566 0.0 0.1 0.1
C 0.7360 -1.7934 1.5245 0.0 0.1 0.1
C 1.4794 -3.1055 1.2683 0.0 -0.1 0.0
C 2.1399 -3.1956 -0.1046 0.1 0.0 -0.1
N 3.1568 -2.1526 -0.2424 -0.1 0.2 -0.1
C 2.9448 -0.9692 -0.7939 0.0 -0.1 0.0
C 1.9775 -0.6398 -1.7500 0.0 -0.1 0.1
C 1.5516 -1.5034 -2.8049 0.0 0.1 0.1
C 0.7239 -1.0704 -3.7973 0.0 0.3 0.0
C 0.3538 -1.9136 -4.9832 0.0 -0.1 0.0
C 0.2286 0.2658 -3.6978 0.0 -0.2 -0.1
C 0.5406 1.1142 -2.6772 0.1 0.1 0.2
C -0.1166 2.4183 -2.6114 0.0 0.0 0.2
N -0.5319 2.9728 -1.5384 -0.1 0.0 -0.1
C -1.0121 4.3513 -1.5844 0.0 -0.1 0.0
C -0.0123 5.2311 -0.8470 0.0 0.0 0.0
C -0.0507 5.0629 0.6590 0.0 -0.1 0.1
N 0.2875 3.7109 1.1487 0.0 -0.1 -0.1
C 0.9513 3.6488 2.2375 0.0 -0.2 0.0
C 1.2042 2.4866 3.0709 -0.1 0.1 -0.1
C 1.9577 2.7216 4.2110 0.1 0.0 0.1
C 0.5901 1.2121 2.8631 0.0 0.1 0.0
O -0.2171 0.9307 1.9057 0.1 0.0 0.0
C 1.5049 0.7226 -1.6461 -0.2 0.0 -0.2
O 1.8406 1.4710 -0.7115 0.2 0.0 0.0
H 2.8413 1.3884 7.2312 0.0 0.0 0.0
H 2.6907 3.1005 6.8529 0.0 0.0 0.0
H 4.0381 2.1725 6.2047 0.0 0.0 0.0
H 1.6194 -0.1713 5.8481 0.0 0.0 0.0
H 0.0069 -1.5038 4.8221 0.0 0.0 0.0
H -0.2993 -2.7726 3.0731 0.0 0.0 0.0
H 1.4012 -0.9312 1.5286 0.0 0.0 0.0
H -0.0393 -1.5966 0.7825 0.0 0.0 0.0
H 0.7861 -3.9486 1.3521 0.0 0.0 0.0
H 2.2335 -3.2485 2.0475 0.0 0.0 0.0
H 1.4092 -3.0720 -0.8977 0.0 0.0 0.0
H 2.6121 -4.1683 -0.2349 0.0 0.0 0.0
H 3.9483 -2.2318 0.3805 0.0 0.0 0.0
H 3.5712 -0.1599 -0.4293 0.0 0.0 0.0
H 1.9746 -2.4995 -2.8761 0.0 0.0 0.0
H 0.6122 -2.9590 -4.8165 0.0 0.0 0.0
H 0.8737 -1.5857 -5.8838 0.0 0.0 0.0
H -0.7164 -1.8588 -5.1889 0.0 0.0 0.0
H -0.4591 0.6077 -4.4663 0.0 0.0 0.0
H -0.2736 2.9555 -3.5484 0.0 0.0 0.0
H -1.9944 4.3896 -1.1070 0.0 0.0 0.0
H -1.1174 4.6675 -2.6238 0.0 0.0 0.0
H -0.2390 6.2763 -1.0631 0.0 0.0 0.0
H 0.9931 5.0331 -1.2263 0.0 0.0 0.0
H -1.0594 5.2785 1.0245 0.0 0.0 0.0
H 0.6281 5.7770 1.1293 0.0 0.0 0.0
H 1.3342 4.5845 2.6450 0.0 0.0 0.0
H 2.3827 3.7124 4.3359 0.0 0.0 0.0
N -1.5624 0.5030 -0.5430 0.2 -0.2 0.1
C -2.0356 -0.5328 -0.7486 0.1 0.2 0.0
N -2.5696 -1.6931 -0.9750 -0.1 0.0 0.0
C -3.9491 -1.9934 -0.5346 0.0 0.0 0.0
C -4.8148 -2.3423 -1.7349 0.0 0.0 0.0
C -4.1680 -3.4339 -2.5822 0.0 -0.1 0.0
C -2.7720 -3.0145 -3.0314 0.0 0.1 0.0
C -1.8978 -2.6851 -1.8320 0.0 -0.1 0.0
H -4.3257 -1.1248 0.0030 0.0 0.0 0.0
H -3.8968 -2.8334 0.1642 0.0 0.0 0.0
H -4.9673 -1.4436 -2.3388 0.0 0.0 0.0
H -5.7952 -2.6572 -1.3759 0.0 0.0 0.0
H -4.7917 -3.6590 -3.4461 0.0 0.0 0.0
H -4.1001 -4.3578 -1.9981 0.0 0.0 0.0
H -2.8399 -2.1283 -3.6702 0.0 0.0 0.0
H -2.2920 -3.7991 -3.6177 0.0 0.0 0.0
H -0.9311 -2.2776 -2.1257 0.0 0.0 0.0
H -1.7318 -3.5822 -1.2250 0.0 0.0 0.0
```
Positions in Å, forces in eV/Å.

HOMO level: -12.68 eV
LUMO level: -5.82 eV
net charge: +2
Kohn-Sham gap: 6.9 eV
electronic energy: -48229.216 eV


Record 5
Computed, not measured: a 2-piece molecular cluster, C34H41N4 overall at a distorted geometry, with ωB97M-V/def2-TZVPD.

XYZ file:
```
79
Properties=species:S:1:pos:R:3:forces:R:3
C -7.5393 -2.7620 4.5937 0.1 -0.3 0.1
N -7.1590 -1.5304 3.9284 0.5 0.1 -0.1
C -8.2860 -0.7785 3.4167 -0.3 0.1 -0.1
C -5.8486 -1.1857 3.7598 -0.1 0.2 -0.1
C -5.4380 0.0700 3.2056 0.2 0.0 0.2
C -4.1003 0.4294 3.1843 0.0 -0.5 -0.1
C -3.0735 -0.4795 3.5534 -0.2 -0.1 0.1
C -1.6901 -0.0941 3.4529 -0.1 -0.2 1.0
C -0.6397 -0.8825 3.8815 -0.2 0.1 -0.2
C 0.7423 -0.5365 3.8830 0.2 0.1 -0.2
C 1.7378 -1.5936 3.8704 -0.3 0.1 0.3
C 1.3615 -2.9383 3.6082 0.5 -0.3 0.1
C 2.2828 -3.9676 3.6036 -0.4 0.4 0.1
C 3.6637 -3.7115 3.8179 0.3 -0.3 -0.1
N 4.5672 -4.7330 3.8081 -0.3 0.4 0.0
C 5.9965 -4.5243 3.7675 0.3 0.1 0.2
C 4.2070 -6.1136 4.0425 -0.1 -0.4 -0.2
C 4.0596 -2.3660 4.0430 -0.2 0.2 0.0
C 3.1119 -1.3679 4.1485 0.2 -0.2 -0.2
C 1.1313 0.8652 3.8920 0.1 0.1 -0.2
C 0.3083 1.8392 4.5069 -0.1 0.3 -0.3
C 0.6387 3.1799 4.4952 0.1 -0.1 -0.2
C 1.8943 3.6018 3.9929 -0.1 0.1 -0.1
N 2.2673 4.9244 4.0674 -0.1 -0.2 0.3
C 3.6166 5.3256 4.3916 0.3 -0.2 -0.4
C 1.4035 6.0037 3.6458 -0.2 0.1 0.2
C 2.7497 2.6361 3.4104 -0.2 -0.1 0.1
C 2.3307 1.3244 3.2863 0.2 0.0 0.4
C -3.4792 -1.7529 4.0371 -0.5 0.4 -0.2
C -4.8177 -2.0846 4.1619 0.4 -0.1 0.1
H -7.0031 -2.8828 5.5430 -0.2 0.0 -0.2
H -8.6150 -2.7201 4.7948 0.3 0.0 0.0
H -7.3463 -3.6491 3.9723 0.0 0.2 0.1
H -7.9748 0.1419 2.9211 -0.2 -0.2 0.1
H -8.8570 -1.3924 2.7027 0.2 0.2 0.1
H -8.9696 -0.5373 4.2442 0.2 0.1 -0.2
H -6.1785 0.7652 2.8127 0.3 -0.1 0.3
H -3.8029 1.4344 2.8760 -0.2 -0.3 -0.1
H -1.5084 0.9197 3.1005 0.0 -0.4 0.1
H -0.8826 -1.8867 4.2143 0.1 0.2 -0.1
H 0.3240 -3.1912 3.4085 0.3 0.1 -0.1
H 1.9432 -4.9797 3.3971 0.1 0.3 0.0
H 6.2371 -3.5242 3.4039 0.0 -0.3 0.0
H 6.4392 -4.6627 4.7650 0.0 0.1 -0.2
H 6.4510 -5.2652 3.0975 -0.1 0.2 0.1
H 3.1474 -6.2230 4.2765 0.3 0.0 0.0
H 4.4483 -6.7263 3.1625 -0.1 0.1 0.2
H 4.7921 -6.5028 4.8864 -0.1 0.1 -0.1
H 5.1103 -2.1076 4.1726 -0.4 -0.1 0.2
H 3.4607 -0.3833 4.4520 -0.2 -0.3 0.0
H -0.6143 1.5358 5.0014 0.4 0.0 0.0
H -0.0375 3.9164 4.9288 0.2 -0.2 0.0
H 4.1177 4.5619 4.9988 -0.2 0.2 -0.1
H 4.2127 5.5086 3.4859 0.1 0.1 0.2
H 3.5657 6.2604 4.9634 0.1 -0.2 -0.1
H 0.4004 5.6293 3.4269 0.2 0.1 0.0
H 1.3501 6.7697 4.4304 -0.1 -0.1 -0.1
H 1.8098 6.4832 2.7417 -0.1 -0.1 0.1
H 3.7157 2.9466 3.0066 -0.4 -0.1 0.0
H 2.9593 0.6236 2.7346 -0.3 0.3 0.1
H -2.7213 -2.4816 4.3185 -0.3 0.1 0.0
H -5.0777 -3.0654 4.5642 0.1 0.4 -0.2
C -0.2593 2.9389 -3.8731 -0.2 -0.2 0.2
C 0.6383 2.0412 -3.2761 -0.3 0.0 0.2
C 0.2212 1.2522 -2.1971 -0.1 0.4 -0.2
C -1.0856 1.3616 -1.7027 0.0 0.2 -0.4
C -1.4967 0.5650 -0.4843 -0.2 -0.2 -0.1
N -0.7552 0.9062 0.7258 0.4 0.1 -0.1
C -2.0048 2.1924 -2.3623 0.5 -0.1 0.1
C -1.5904 2.9887 -3.4354 0.2 -0.1 0.0
H 0.0725 3.5851 -4.6875 -0.1 -0.2 0.2
H 1.6614 1.9555 -3.6506 -0.3 0.1 0.1
H 0.9137 0.5550 -1.7182 -0.2 0.3 -0.1
H -2.5700 0.7172 -0.3085 0.0 -0.3 -0.3
H -1.3010 -0.4946 -0.6944 -0.3 0.1 0.1
H -1.2460 1.6101 1.2657 0.2 -0.2 -0.1
H -0.5668 0.0854 1.2889 -0.2 0.3 0.0
H -3.0434 2.2108 -2.0194 0.3 0.1 -0.1
H -2.3064 3.6477 -3.9333 0.3 -0.2 0.2
```
Positions in Å, forces in eV/Å.

HOMO level: -9.73 eV
LUMO level: -4.13 eV
net charge: +1
Kohn-Sham gap: 5.6 eV
electronic energy: -41876.612 eV


Record 6
Computed, not measured: C2H3NP2 in the gas phase at a distorted geometry, with ωB97M-V/def2-TZVPD.

XYZ file:
```
8
Properties=species:S:1:pos:R:3:forces:R:3
C -1.1075 -0.9451 -0.1134 -2.5 2.6 -1.2
C 2.0255 0.2958 -1.3726 -1.2 0.6 0.9
N -0.2319 -1.3773 0.5554 2.1 -1.6 1.7
P 1.1725 0.7022 -0.0622 0.2 0.4 -0.8
P -0.8967 0.7878 -1.0080 0.8 0.5 0.1
H -2.1016 -1.2860 -0.2968 -0.8 -0.9 -0.1
H 2.9859 -0.0660 -1.5793 1.2 -0.4 -0.5
H -1.4504 1.8634 -0.1495 0.2 -1.3 -0.1
```
Positions in Å, forces in eV/Å.

HOMO level (alpha / beta): -8.94 / -8.22 eV
LUMO level (alpha / beta): -0.96 / -1.44 eV
net charge: 0
Kohn-Sham gap (alpha / beta): 8.0 / 6.8 eV
electronic energy: -22184.337 eV